(1)
Here is a structure of composition C32H41BCl2N8O4Tc from OMol25. Energies are from ωB97M-V/def2-TZVPD.

Positions of all 89 atoms, in Å:
Tc  0.0643  0.0880  -0.9472
C  3.6585  -2.3002  -2.2263
C  3.1758  -1.8121  -0.8608
C  4.2433  -2.0520  0.2089
C  1.8960  -2.4803  -0.4768
C  1.7395  -3.8176  -0.1215
C  0.4011  -3.9528  0.1743
N  -0.2015  -2.7752  0.0135
N  0.7114  -1.8541  -0.3888
B  -1.5834  -2.4520  0.5947
N  -1.4092  -1.9028  2.0116
C  -2.3535  -1.8102  2.9694
C  -1.7305  -1.5465  4.1665
C  -0.3599  -1.5057  3.8408
N  -0.1816  -1.7118  2.5442
C  0.8194  -1.3679  4.7575
C  0.6949  -0.1515  5.6714
C  1.0084  -2.6451  5.5776
N  -2.3636  -1.5414  -0.4110
C  -3.6780  -1.6459  -0.6015
C  -4.0129  -1.0387  -1.7899
C  -2.8072  -0.5772  -2.3183
N  -1.8093  -0.8623  -1.4597
C  -2.7112  0.0078  -3.7057
C  -1.3412  -0.0273  -4.3640
C  -3.3239  1.4064  -3.7675
H  4.5265  -1.7244  -2.5520
H  3.9566  -3.3492  -2.1653
H  2.8777  -2.2171  -2.9810
H  2.9982  -0.7417  -0.9034
H  4.5259  -3.1054  0.2561
H  5.1417  -1.4783  -0.0250
H  3.8882  -1.7509  1.1945
H  2.5015  -4.5747  -0.0809
H  -0.1660  -4.7973  0.5260
H  -2.2095  -3.4807  0.6437
H  -3.3959  -1.9653  2.7404
H  -2.1934  -1.4140  5.1294
H  1.6929  -1.2388  4.1110
H  -0.2090  -0.2140  6.2823
H  1.5497  -0.0881  6.3476
H  0.6424  0.7722  5.0955
H  0.1580  -2.8004  6.2457
H  1.0883  -3.5181  4.9291
H  1.9101  -2.5844  6.1900
H  -4.2791  -2.2027  0.0972
H  -4.9821  -0.9847  -2.2532
H  -3.3620  -0.6518  -4.2918
H  -0.6919  0.7461  -3.9655
H  -0.8484  -0.9900  -4.2287
H  -1.4585  0.1480  -5.4350
H  -2.7183  2.0981  -3.1864
H  -3.3585  1.7524  -4.8016
H  -4.3370  1.4216  -3.3654
C  2.5539  0.5374  -4.3932
C  2.1955  0.6302  -2.9391
O  1.1547  -0.0625  -2.5962
C  2.9269  1.4075  -2.0759
C  2.6153  1.6602  -0.7165
C  3.4832  2.6184  0.0329
N  1.5674  1.1370  -0.1136
N  1.2949  1.6551  1.1581
C  0.0732  1.4039  1.4906
O  -0.7257  0.6626  0.7475
C  -0.5192  2.0251  2.6921
C  0.1828  3.0030  3.3935
C  -0.3868  3.5976  4.5053
C  -1.6597  3.2238  4.9182
C  -2.3652  2.2620  4.2109
C  -1.7998  1.6657  3.0948
H  2.1748  1.4211  -4.9108
H  2.0955  -0.3443  -4.8344
H  3.6332  0.5034  -4.5348
H  3.7886  1.9196  -2.4772
H  4.4029  2.8041  -0.5155
H  3.6983  2.2519  1.0337
H  2.9306  3.5531  0.1453
H  1.1696  3.2877  3.0549
H  0.1594  4.3567  5.0496
H  -2.1031  3.6889  5.7890
H  -3.3599  1.9759  4.5273
H  -2.3367  0.9166  2.5327
Cl  -2.9731  2.9913  -0.2277
C  -1.8228  3.8164  -1.2980
Cl  -1.5472  5.4739  -0.7721
C  -0.5072  3.0174  -1.4066
O  0.5624  3.5548  -1.2743
O  -0.7408  1.7634  -1.7078
H  -2.2854  3.8633  -2.2807

E   -3009.2011 Ha
ΔE to the lowest compared entry with this formula, charge and spin   0.0 kcal per mole
HOMO energy (alpha / beta)   -8.04 / -8.26 eV
Charge   0
⟨S²⟩   3.77
Multiplicity   4
Kohn-Sham gap (alpha / beta)   8.187 / 6.764 eV

Here is what Löwdin gives for the atomic charges, in e: 1.8061 -0.0483 -0.3719 -0.0485 -0.2465 0.0118 -0.0437 -0.0201 -0.0052 -0.5319 -0.0409 -0.0941 -0.0257 -0.2988 0.1441 -0.3758 -0.0597 -0.0719 -0.0116 -0.0581 0.0000 -0.2373 -0.0021 -0.3550 -0.0736 -0.0499 0.0843 0.0832 0.0754 0.0791 0.0774 0.0818 0.0854 0.1112 0.1299 0.1207 0.1157 0.1014 0.1300 0.0787 0.0766 0.0612 0.0785 0.0771 0.0729 0.1264 0.1131 0.1384 0.0512 0.0802 0.0847 0.0384 0.0853 0.0826 -0.0033 -0.4271 -0.2151 -0.0198 -0.3158 -0.0127 -0.1084 0.1208 -0.4078 -0.2136 -0.1547 -0.0316 -0.0814 -0.0829 -0.0680 -0.0375 0.0970 0.0856 0.0875 0.1175 0.0803 0.0841 0.0954 0.1117 0.1024 0.1011 0.1052 0.1032 0.6425 -1.0060 0.6273 -0.6765 0.0701 -0.2316 0.0501

=====

(2)
Here is a cluster of 5 separate species, C8H24BrO4 in total at a distorted geometry from OMol25. Energies are from ωB97M-V/def2-TZVPD.

Positions of all 37 atoms, in Å:
Br  11.4591  -1.4496  -23.2341
C  13.3162  -6.3904  -24.9779
C  12.4282  -5.5406  -24.0266
O  12.0718  -4.4310  -24.7840
H  12.6364  -6.8347  -25.7050
H  13.8470  -7.1485  -24.4020
H  14.0933  -5.7156  -25.3368
H  12.9572  -5.2662  -23.1140
H  11.5235  -6.0870  -23.7600
H  11.5648  -3.8264  -24.2372
C  15.3025  -1.8175  -23.8555
C  15.4000  -3.0673  -23.0491
O  14.3919  -3.1215  -22.1016
H  16.3272  -1.6356  -24.1796
H  14.8976  -0.9092  -23.4092
H  14.6343  -1.9559  -24.7054
H  16.3232  -3.1634  -22.4776
H  15.1919  -3.9044  -23.7155
H  13.5596  -3.0175  -22.5684
C  12.8377  -0.5768  -18.4541
C  12.7768  -0.1192  -19.8777
O  11.4585  0.0768  -20.2873
H  12.3000  -1.5179  -18.3394
H  12.4623  0.0390  -17.6368
H  13.8912  -0.8173  -18.3114
H  13.1005  -0.8798  -20.5882
H  13.4220  0.7109  -20.1654
H  11.3181  -0.3419  -21.1397
C  11.9796  0.0685  -28.1490
C  12.2690  0.6616  -26.8090
O  11.0954  0.3873  -26.0723
H  12.0174  -1.0186  -28.2184
H  12.6624  0.4063  -28.9286
H  10.9712  0.2916  -28.4976
H  12.3496  1.7379  -26.9620
H  13.1142  0.2020  -26.2966
H  11.2290  -0.3970  -25.5350

E   -3194.2263 Ha
ΔE to the lowest compared entry with this formula, charge and spin   29.0 kcal per mole
HOMO energy   -5.23 eV
Charge   -1
Kohn-Sham gap   8.560 eV

Here is what Löwdin gives for the atomic charges, in e: -0.0157 -0.0820 -0.3489 -0.1285 0.0678 0.0601 0.0632 0.0959 0.1020 -0.0480 -0.1069 -0.3556 -0.1173 0.0649 0.0690 0.0630 0.1107 0.0972 -0.0264 -0.0970 -0.3710 -0.1366 0.0712 0.0649 0.0653 0.0800 0.1032 -0.1063 -0.1234 -0.3244 -0.1371 0.0697 0.0586 0.0708 0.1048 0.1084 -0.0652

=====

(3)
Here is a cluster of 2 separate species, C5H10O2 in total from OMol25. Energies are from ωB97M-V/def2-TZVPD.

Positions of all 17 atoms, in Å:
C  1.7190  -1.2684  -0.2918
C  0.2203  -1.2525  0.1069
C  0.5057  1.0297  0.1711
O  0.6820  1.4804  -0.9305
C  -0.5617  0.0501  0.5393
C  -1.9020  0.1892  -0.1933
O  -2.1101  -0.2640  -1.2892
H  1.9780  -2.3054  -0.5462
H  1.9337  -0.6639  -1.1773
H  2.4017  -0.9512  0.5024
H  -0.3100  -1.5974  -0.7760
H  0.0862  -1.9566  0.9169
H  1.2339  1.1749  0.9904
H  -0.9569  2.7614  -0.2833
H  -1.4324  2.7543  0.2838
H  -0.7666  0.1092  1.6190
H  -2.7208  0.7102  0.3578

E   -346.9063 Ha
ΔE to the lowest compared entry with this formula, charge and spin   74.8 kcal per mole
HOMO energy   -9.89 eV
Charge   0
Kohn-Sham gap   10.711 eV

Here is what Löwdin gives for the atomic charges, in e: -0.1000 -0.1699 -0.3417 0.0320 -0.2396 -0.2487 0.0692 0.0802 0.0746 0.0732 0.1051 0.1063 0.1395 0.0781 0.0809 0.1411 0.1197

=====

(4)
Here is a structure of composition C14H23N2PPd at a distorted geometry from OMol25. Energies are from ωB97M-V/def2-TZVPD.

Positions of all 41 atoms, in Å:
C  -2.7239  0.1746  -3.8566
C  -2.3914  -0.9591  -3.1270
C  -1.5868  -0.9162  -1.9555
C  -1.2166  0.3851  -1.5397
C  -1.4176  1.5086  -2.3484
C  -2.2066  1.4136  -3.5013
C  -1.4263  -2.2598  -1.2586
C  -0.1703  -3.2311  -1.2173
N  1.1078  -2.9580  -1.8284
Pd  -0.6797  1.1371  0.4167
C  -0.7916  2.8464  -2.0126
P  0.5750  2.4705  -0.8613
H  -2.8006  -1.9305  -3.4372
H  -2.3915  2.3165  -4.0827
H  -3.3832  0.0936  -4.7263
H  -1.4650  3.5567  -1.4982
H  -0.3452  3.3528  -2.8705
H  -1.7295  -2.1454  -0.2108
H  -2.1879  -2.9173  -1.7082
H  0.0434  -3.4014  -0.1466
C  1.0983  3.9878  -0.0726
C  1.8881  1.9507  -1.9907
H  -0.5153  -4.2106  -1.6201
C  1.2340  -2.2968  -3.1015
C  2.2580  -2.9061  -0.9472
H  0.0586  2.1920  1.6021
H  1.6050  -2.9898  -3.8762
H  0.2785  -1.8649  -3.4204
H  1.9803  -1.4941  -2.9895
H  2.8546  -3.8304  -1.0018
H  2.8946  -2.0623  -1.2419
H  1.9183  -2.7737  0.0871
H  2.3401  2.8461  -2.4532
H  2.6366  1.4035  -1.4048
H  1.4885  1.3054  -2.7818
H  1.2117  4.7459  -0.8542
H  0.3530  4.2970  0.6689
H  2.0619  3.8064  0.4188
H  -0.0842  1.5641  2.0371
N  -0.1024  -1.6299  1.6855
C  -0.2707  -0.5771  1.2012

E   -1125.7888 Ha
ΔE to the lowest compared entry with this formula, charge and spin   0.0 kcal per mole
HOMO energy (alpha / beta)   -6.31 / -7.15 eV
Charge   0
⟨S²⟩   2.01
Multiplicity   3
Kohn-Sham gap (alpha / beta)   6.643 / 5.218 eV

Here is what Löwdin gives for the atomic charges, in e: -0.0895 -0.0641 -0.2292 -0.1522 -0.3586 -0.0650 -0.1369 -0.1845 -0.2791 0.5620 -0.3012 0.7333 0.1121 0.1085 0.1046 0.0955 0.0951 0.0769 0.0923 0.0808 -0.2705 -0.2286 0.1084 -0.0865 -0.0974 0.0118 0.0777 0.0714 0.0651 0.0763 0.0662 0.0620 0.0550 0.0499 0.0515 0.0532 0.0423 0.0587 0.0502 0.0047 -0.4223